DFT (ωB97M-V/def2-TZVPD) results for a structure of composition C29H25BrCl4N3ORhS.

Computed properties:
Orbital gap ... 3.85 eV
Maximum force ... 0.69 eV/Å
Relative energy (zero: lowest compared OMol25 entry of this formula, charge and spin) ... 45.7 kcal per mole
E_LUMO ... -8.87 eV

ORCA input file:
```
! wB97M-V def2-TZVPD RIJCOSX def2/J DEFGRID3
* xyz 2 1
Rh -2.8727 2.0554 0.5287
C -4.3390 -3.2546 -1.5502
C -3.9353 -2.0402 -0.7661
C -3.7809 -2.0820 0.6260
C -3.4001 -0.9651 1.3641
C -3.1893 0.1466 0.5860
Br -2.8780 2.6367 2.7986
N -3.3651 0.2473 -0.6961
C -3.7134 -0.8264 -1.4139
H -4.7772 -4.0116 -0.9040
H -3.4690 -3.6945 -2.0409
H -5.0636 -3.0020 -2.3230
H -3.9727 -3.0118 1.1478
H -3.2629 -0.9778 2.4343
H -3.8396 -0.7089 -2.4821
Cl -1.2380 4.3854 -5.2392
C -2.0183 4.2292 -3.7540
C -1.5200 4.9387 -2.6444
C -2.1604 4.8202 -1.4472
C -3.3261 4.0009 -1.3219
C -4.0191 3.9681 -0.1227
C -3.7956 3.2836 -2.4697
C -3.1563 3.4006 -3.6663
H -0.6538 5.5736 -2.7662
H -1.8063 5.3672 -0.5818
H -5.0236 3.5596 -0.0483
H -3.7187 4.6384 0.6762
H -4.6822 2.6684 -2.3766
H -3.5065 2.8904 -4.5524
Cl 7.3805 -3.8212 -0.3631
C 5.9572 -2.8751 -0.1272
C 5.9429 -1.8762 0.8327
C 4.7823 -1.1459 1.0166
C 3.6354 -1.3805 0.2638
C 2.4078 -0.5394 0.5394
C 2.1223 0.4166 -0.6155
N 1.0546 1.3459 -0.2302
C 1.1924 2.5225 0.4683
C -0.0585 2.9624 0.7498
N -0.9528 2.0492 0.2144
C -0.2392 1.0749 -0.3502
O 1.2099 -1.2749 0.7208
C 0.9594 -1.6612 2.0807
C 2.1083 -2.3809 2.7050
C 2.9523 -1.8442 3.6309
Cl 2.8765 -0.2553 4.2953
S 4.2215 -2.8952 4.0781
C 3.6415 -4.0988 3.0058
C 2.5239 -3.6994 2.3470
C 3.6951 -2.3811 -0.7030
Cl 2.3256 -2.7599 -1.7164
C 4.8388 -3.1339 -0.9028
H 6.8205 -1.6884 1.4347
H 4.7572 -0.3850 1.7892
H 2.6055 0.0508 1.4440
H 1.7620 -0.1528 -1.4691
H 3.0007 0.9854 -0.9116
H 2.1573 2.9359 0.7061
H -0.3774 3.8250 1.3065
H -0.6262 0.1938 -0.8306
H 0.0825 -2.3059 2.0209
H 0.7077 -0.7753 2.6725
H 4.1556 -5.0436 2.9317
H 2.0042 -4.3118 1.6230
H 4.8563 -3.9121 -1.6522
*
```

***

DFT (ωB97M-V/def2-TZVPD) results for a structure of composition C29H25BrN5O2Sc.

Computed properties:
Orbital gap ... 5.16 eV
Maximum force ... 0.81 eV/Å
Relative energy (zero: lowest compared OMol25 entry of this formula, charge and spin) ... 7.1 kcal per mole
E_LUMO ... -0.26 eV

ORCA input file:
```
! wB97M-V def2-TZVPD RIJCOSX def2/J DEFGRID3
* xyz 0 1
Sc -0.5108 0.6833 -0.6353
O -4.9487 -2.3092 -1.4506
C -3.9611 -3.1362 -1.8327
C -4.3146 -4.4007 -2.3022
C -3.3448 -5.2840 -2.7347
C -1.9997 -4.9318 -2.6996
C -1.6428 -3.6877 -2.2142
C -2.6024 -2.7754 -1.7756
C -2.1840 -1.4358 -1.3333
O -0.8812 -1.1707 -1.2353
N -3.0705 -0.5312 -1.0706
N -2.4658 0.6604 -0.6660
C -3.1205 1.8696 -0.9604
C -2.3035 2.9023 -1.2963
C -2.7442 4.2742 -1.4590
C -1.8739 5.2478 -1.7792
C -0.4758 4.9363 -1.9522
C -0.0913 3.6498 -1.7795
N -0.9213 2.6192 -1.4541
H -4.5293 -1.4505 -1.1874
H -5.3655 -4.6566 -2.3299
H -3.6399 -6.2573 -3.1073
H -1.2405 -5.6218 -3.0419
H -0.6045 -3.3851 -2.1759
H -4.1978 1.9097 -1.0496
H -3.7952 4.4857 -1.3060
H -2.2150 6.2685 -1.9011
H 0.2457 5.6927 -2.2238
H 0.9563 3.3797 -1.9064
C 2.5704 4.4350 2.2365
N 1.4743 3.5392 1.9171
C 0.2008 3.5878 2.4333
C -0.4656 2.5308 1.9015
N 0.3894 1.8292 1.0770
C 1.5411 2.4683 1.1143
H 2.1657 5.4152 2.4756
H 3.2198 4.5305 1.3695
H 3.1424 4.0593 3.0837
H -0.1139 4.3725 3.0976
H -1.5001 2.2506 2.0139
H 2.4386 2.1898 0.5857
C 4.3704 1.0598 2.2709
C 3.3275 0.5971 3.0602
C 2.5119 -0.4316 2.6156
C 2.7154 -1.0416 1.3735
C 3.7440 -0.5303 0.5754
C 4.5622 0.5004 1.0164
H 5.0289 1.8402 2.6313
H 3.1536 1.0255 4.0397
H 1.7270 -0.7781 3.2719
H 3.9388 -0.9540 -0.3998
H 5.3661 0.8487 0.3804
Br -0.1737 -6.3342 0.0922
C 0.6250 -4.6525 0.3957
C 1.6776 -4.2328 -0.3989
C 2.3157 -3.0373 -0.1118
C 1.9314 -2.2466 0.9723
C 0.8291 -2.6719 1.7164
C 0.1739 -3.8582 1.4352
H 2.0131 -4.8455 -1.2242
H 3.1543 -2.7572 -0.7330
H 0.4591 -2.0824 2.5435
H -0.6714 -4.1710 2.0317
*
```

***

DFT (ωB97M-V/def2-TZVPD) results for the ion C29H25ClNO3 with charge +1 in a non-equilibrium geometry.

Computed properties:
Orbital gap ... 6.26 eV
Maximum force ... 5.88 eV/Å
SMILES ... COc1ccc([C@H](c2ccc3c(c2)CCO3)[C@H](C(=O)c2ccccc2)[n+]2cccc(Cl)c2)cc1
E_LUMO ... -4.47 eV

ORCA input file:
```
! wB97M-V def2-TZVPD RIJCOSX def2/J DEFGRID3
* xyz 1 1
C -2.6262 -3.5700 -4.3696
O -3.1767 -3.1603 -3.0955
C -2.7586 -1.9943 -2.5583
C -3.2430 -1.6510 -1.2802
C -2.5952 -0.7150 -0.5209
C -1.3417 -0.1269 -0.9452
C -0.5120 0.5886 0.0406
C 0.4335 1.5985 -0.3944
C 0.4839 2.8995 0.2021
C 1.4703 3.7908 -0.1796
C 2.3972 3.4404 -1.1757
O 3.4079 4.3294 -1.3792
C 3.1749 5.4501 -0.4494
C 1.8995 5.1055 0.3774
C 2.3234 2.1959 -1.8205
C 1.3309 1.3193 -1.4575
C -1.1491 -0.1893 -2.3589
C -1.7827 -1.1639 -3.1437
H -3.1498 -4.5063 -4.5488
H -2.8652 -2.8346 -5.1564
H -1.5360 -3.7397 -4.3224
H -4.0921 -2.1932 -0.8989
H -3.0022 -0.4523 0.4472
H -1.1107 0.8440 0.9091
H -0.2565 3.2328 0.9228
H 4.0599 5.5442 0.2008
H 3.0245 6.3649 -1.0431
H 1.1482 5.9156 0.2578
H 2.1587 5.0573 1.4628
H 3.0093 1.9887 -2.6207
H 1.2442 0.3684 -1.9894
H -0.5092 0.5079 -2.8978
H -1.4868 -1.3038 -4.1753
Cl -0.6063 3.1439 4.5989
C 0.6160 2.1522 3.8762
C 1.9603 2.5409 3.8828
C 2.8551 1.6947 3.1845
C 2.3809 0.6167 2.4926
N 1.0257 0.3832 2.3107
C 0.4381 -0.4124 1.2012
C -0.5939 -1.3811 1.7530
C -0.6991 -2.7821 1.2284
C -1.9745 -3.3521 1.1899
C -2.2582 -4.5256 0.4453
C -1.1788 -5.2291 -0.1548
C 0.1220 -4.7507 0.0367
C 0.3598 -3.5379 0.7285
O -1.5283 -1.0694 2.6395
C 0.1867 1.0373 3.1894
H 2.2345 3.4897 4.3339
H 3.9155 1.9309 3.1557
H 2.9990 -0.1424 1.9841
H 1.3031 -1.0510 0.8373
H -2.8052 -2.8717 1.6968
H -3.2759 -4.8362 0.3235
H -1.3938 -6.0958 -0.7817
H 0.9769 -5.2985 -0.3801
H 1.3727 -3.2052 0.9181
H -0.8051 0.6107 3.2704
*
```

***

DFT (ωB97M-V/def2-TZVPD) results for a structure of composition C29H25CuN6O2 in a non-equilibrium geometry.

Computed properties:
Orbital gap (spin up / spin down) ... 6.16 / 5.60 eV
Maximum force ... 1.27 eV/Å
Expectation value of S² ... 0.75
E_LUMO (spin up / spin down) ... -3.76 / -4.32 eV

ORCA input file:
```
! wB97M-V def2-TZVPD RIJCOSX def2/J DEFGRID3
* xyz 1 2
Cu 0.0295 -0.5255 -2.5249
N 2.3472 0.5206 0.8785
C 1.8796 -0.1836 -0.1356
N 1.2815 0.3390 -1.1695
C 1.0631 1.7067 -1.2220
N 0.5658 2.2604 -2.2953
N 0.2469 1.2838 -3.1985
C 0.1951 1.4669 -4.4551
C -0.0304 0.2413 -5.2466
C -0.1672 0.2481 -6.6201
C -0.2657 -0.9692 -7.2851
C -0.2252 -2.1426 -6.5567
C -0.1083 -2.0680 -5.1750
N -0.0125 -0.9087 -4.5352
C 1.4708 2.5194 -0.0902
C 1.2309 3.8963 -0.0259
C 1.7104 4.6261 1.0377
C 2.4470 3.9971 2.0465
C 2.6800 2.6389 2.0099
C 2.1724 1.9017 0.9442
H 2.7715 0.0261 1.6548
H 1.9860 -1.2580 -0.0672
H 0.3671 2.4362 -4.9120
H -0.1888 1.1861 -7.1568
H -0.3667 -0.9941 -8.3616
H -0.2885 -3.1077 -7.0376
H -0.1042 -2.9597 -4.5620
H 0.6697 4.3635 -0.8222
H 1.5253 5.6896 1.0914
H 2.8389 4.5808 2.8687
H 3.2439 2.1477 2.7925
C 2.5781 0.2796 4.3180
C 1.6916 -0.4715 3.3604
C 2.2128 -1.5415 2.6348
C 1.3764 -2.2939 1.8184
C 0.0280 -2.0022 1.7372
C -0.5096 -0.9204 2.4463
N -1.8776 -0.6708 2.4464
C -2.8616 -1.3005 1.6687
C -4.0094 -1.7673 2.3112
C -4.9947 -2.4402 1.6141
C -4.8389 -2.6967 0.2558
C -3.7099 -2.2288 -0.3890
C -2.7375 -1.4992 0.2906
C -1.6370 -0.8587 -0.4772
O -1.1173 0.1832 -0.1006
O -1.3068 -1.4619 -1.5871
C 0.3395 -0.1256 3.2416
C -0.1686 1.0756 3.9946
H 3.6077 -0.0716 4.2541
H 2.2443 0.1361 5.3473
H 2.5661 1.3560 4.1393
H 3.2576 -1.8110 2.7490
H 1.7687 -3.1496 1.2797
H -0.6228 -2.6353 1.1501
H -2.2343 -0.2127 3.2665
H -4.1059 -1.6169 3.3801
H -5.8704 -2.7963 2.1399
H -5.5918 -3.2474 -0.2902
H -3.5730 -2.3932 -1.4497
H -1.1998 1.3253 3.7606
H 0.4216 1.9595 3.7444
H -0.0906 0.9386 5.0755
*
```

***

DFT (ωB97M-V/def2-TZVPD) results for a structure of composition C29H25IrN3O2 in a non-equilibrium geometry.

Computed properties:
Orbital gap (spin up / spin down) ... 5.59 / 5.59 eV
Maximum force ... 1.80 eV/Å
E_LUMO (spin up / spin down) ... -12.03 / -12.03 eV

ORCA input file:
```
! wB97M-V def2-TZVPD RIJCOSX def2/J DEFGRID3
* xyz 3 1
Ir -0.0478 -0.0587 -0.1921
C -2.2905 -1.9310 1.4431
C -0.9717 -1.4934 1.6452
C 0.0960 -2.0504 0.8750
C -0.2117 -3.0912 -0.0722
C -1.4965 -3.4978 -0.2468
C -2.5428 -2.9146 0.5195
H -3.0890 -1.5524 2.0695
H -0.7360 -0.8694 2.4999
H 1.1204 -1.9389 1.2195
H 0.5981 -3.5918 -0.5880
H -1.7204 -4.3070 -0.9305
H -3.5528 -3.2925 0.4077
C 1.2012 -1.4779 -4.0337
O -0.3004 -1.4814 -3.9807
C -0.6094 -1.1260 -2.7740
N 0.3377 -0.9840 -1.9265
C 1.6205 -1.2715 -2.5540
C 2.5659 -0.1398 -2.2387
C 3.9253 -0.2681 -2.4615
C 4.7856 0.7739 -2.1301
C 4.2955 1.9461 -1.5678
C 2.9350 2.0991 -1.3554
C 2.0795 1.0558 -1.6903
C -1.9399 -0.7712 -2.2844
C -3.1757 -0.9639 -2.8702
C -4.2954 -0.4746 -2.2051
C -4.1540 0.2181 -1.0024
C -2.8863 0.3805 -0.4865
N -1.8084 -0.1286 -1.1105
C -2.4625 1.1673 0.6754
N -1.1963 1.3812 0.7923
C -0.9998 2.2941 1.9438
C -2.4092 2.3337 2.5709
O -3.2677 1.6767 1.5453
C 0.1608 1.8582 2.7941
C 0.2643 2.2053 4.1314
C 1.3959 1.8497 4.8604
C 2.4469 1.1726 4.2550
C 2.3649 0.8248 2.9150
C 1.2305 1.1896 2.2045
H 1.4810 -0.6500 -4.6800
H 1.5282 -2.4161 -4.4671
H 2.0093 -2.2002 -2.1288
H 4.3255 -1.1829 -2.8845
H 5.8479 0.6640 -2.3031
H 4.9734 2.7454 -1.3012
H 2.5445 3.0355 -0.9781
H 0.9814 1.2526 -1.6259
H -3.2527 -1.4787 -3.8195
H -5.2802 -0.6102 -2.6348
H -5.0073 0.6411 -0.4873
H -0.7627 3.2808 1.5366
H -2.7950 3.3354 2.7239
H -2.5085 1.7560 3.4878
H -0.5271 2.7665 4.6164
H 1.4579 2.1133 5.9077
H 3.3324 0.9211 4.8225
H 3.1810 0.3003 2.4349
H 1.2112 0.9757 1.1144
*
```

***

DFT (ωB97M-V/def2-TZVPD) results for a cluster of 2 separate species, C29H25N2O2 in total in a non-equilibrium geometry.

Computed properties:
Orbital gap ... 6.11 eV
Maximum force ... 1.65 eV/Å
E_LUMO ... -4.82 eV

ORCA input file:
```
! wB97M-V def2-TZVPD RIJCOSX def2/J DEFGRID3
* xyz 1 1
C 5.9383 5.2277 0.2629
O 5.8327 3.9145 -0.3166
C 4.6788 3.2101 -0.1800
C 4.6583 1.9185 -0.7714
C 3.5339 1.1391 -0.6910
C 2.3477 1.5923 -0.0285
C 1.1928 0.7785 -0.0854
C -0.1472 1.0961 0.2603
C -1.0948 0.0285 0.3306
C -2.4127 0.2385 0.6787
C -2.8652 1.5507 0.9295
O -4.2193 1.7223 1.1774
C -4.9705 2.6765 0.4732
C -5.9641 2.1830 -0.3814
C -6.5804 3.0596 -1.2701
C -6.2583 4.4199 -1.2602
C -5.3358 4.9106 -0.3338
C -4.7234 4.0488 0.5799
C -1.9664 2.6235 0.8882
C -0.6515 2.4089 0.4927
C 2.4366 2.8412 0.6566
C 3.5374 3.6680 0.5261
H 6.9757 5.5116 0.0821
H 5.2610 5.9299 -0.2379
H 5.7361 5.2063 1.3402
H 5.5553 1.5877 -1.2926
H 3.5268 0.1545 -1.1587
H 1.3378 -0.2169 -0.4982
H -0.7364 -0.9747 0.1003
H -3.1216 -0.5861 0.7325
H -6.2027 1.1194 -0.3576
H -7.3151 2.6675 -1.9746
H -6.7348 5.0982 -1.9687
H -5.0758 5.9700 -0.3164
H -4.0517 4.4263 1.3502
H -2.2952 3.6262 1.1428
H -0.0105 3.2727 0.3322
H 1.6200 3.1525 1.3026
H 3.5296 4.6660 0.9749
C -0.2522 -8.3412 -0.2623
C -0.4220 -7.4807 -1.3582
C 0.0549 -6.1648 -1.3029
C 0.7667 -5.7414 -0.1714
N 1.2289 -4.4137 -0.1054
C 0.8030 -3.3603 -0.8909
N 1.3163 -2.2199 -0.4574
C 2.1492 -2.5294 0.6026
C 2.1091 -3.8786 0.8413
C 0.9827 -6.6049 0.9104
C 0.4407 -7.8978 0.8739
H -0.6573 -9.3561 -0.2950
H -0.9286 -7.8307 -2.2583
H -0.1072 -5.4771 -2.1341
H 0.1176 -3.5102 -1.7110
H 2.7028 -1.7728 1.1323
H 2.6164 -4.4659 1.5848
H 1.5462 -6.2643 1.7787
H 0.5674 -8.5581 1.7322
*
```

***

DFT (ωB97M-V/def2-TZVPD) results for a structure of composition C29H26AuBClF5N8O in a non-equilibrium geometry.

Computed properties:
Orbital gap (spin up / spin down) ... 7.04 / 4.68 eV
Maximum force ... 2.98 eV/Å
Expectation value of S² ... 3.82
E_LUMO (spin up / spin down) ... -3.01 / -6.41 eV

ORCA input file:
```
! wB97M-V def2-TZVPD RIJCOSX def2/J DEFGRID3
* xyz 1 4
Au -0.7708 1.2163 -1.5137
C 0.6358 3.2971 -3.8642
C 0.9923 3.4290 -2.4439
C 1.9978 4.2189 -1.9173
C 1.9455 4.0944 -0.5401
N 0.8500 3.3222 -0.2661
N 0.3134 2.9186 -1.4405
B 0.4119 2.7349 1.1018
N 1.0589 1.3731 1.2316
C 1.2997 0.5892 2.3208
C 2.0740 -0.4374 1.9428
C 2.2363 -0.3237 0.5628
C 3.0548 -1.1210 -0.4011
N 1.6120 0.7768 0.1241
N -1.1576 2.4809 1.1784
C -1.7668 2.2677 2.3706
C -2.9955 1.6479 2.0814
C -3.0006 1.4164 0.7432
C -4.0700 0.7053 -0.0807
N -1.8824 1.9374 0.2248
N 0.8906 3.6938 2.1874
C 0.8124 5.0545 2.2377
C 1.1165 5.4159 3.5272
C 1.3389 4.2485 4.2575
C 1.6726 3.9940 5.6487
N 1.1562 3.2151 3.4462
H 1.4419 3.7350 -4.4380
H -0.3349 3.7990 -3.9935
H 0.4715 2.2455 -4.1391
H 2.7355 4.7000 -2.5283
H 2.5802 4.5111 0.2610
H 1.0056 0.9775 3.2538
H 2.6217 -1.1133 2.5832
H 2.7466 -2.1952 -0.3180
H 4.1636 -1.0680 -0.1817
H 2.7989 -0.8409 -1.4375
H -1.3238 2.5697 3.3162
H -3.7183 1.3283 2.7975
H -3.9400 -0.3406 -0.0039
H -3.8727 1.0484 -1.1078
H -5.0168 1.0382 0.2471
H 0.5746 5.7085 1.4113
H 1.1322 6.4019 3.9274
H 1.0007 4.4701 6.3291
H 2.6466 4.4558 5.8728
H 1.8326 2.9239 5.7949
F -1.7421 -5.3567 -3.7607
C -1.8929 -4.1764 -3.2719
C -2.4917 -4.0503 -1.9859
F -2.8483 -5.1420 -1.3699
C -2.5167 -2.8223 -1.3840
F -3.1341 -2.7421 -0.2110
C -2.0057 -1.6886 -2.0535
O -1.9163 -0.5712 -1.4425
C -1.4524 -1.8351 -3.3329
F -0.9584 -0.7735 -3.9525
C -1.3283 -3.0409 -3.9339
F -0.7256 -3.1078 -5.1365
Cl 1.8308 -3.8754 -2.7334
C 0.9016 -4.7960 -1.5826
C 0.7711 -6.1498 -1.8008
C 0.0822 -6.9400 -0.8734
C -0.4839 -6.4373 0.2628
C -0.3984 -5.0528 0.5063
C 0.3073 -4.2178 -0.4327
C 0.3584 -2.8410 -0.2226
H 1.1825 -6.6021 -2.6595
H 0.1064 -8.0088 -1.0508
H -1.0259 -7.0973 0.9559
H -0.8936 -4.6209 1.3613
H 0.8335 -2.1571 -0.9270
H 0.0689 -2.4180 0.6658
*
```